Entry 1:
Computed, not measured: a single C6H4FN molecule in a non-equilibrium geometry, with ωB97M-V with the def2-TZVPD basis set.

Computed properties:
Relative energy (zero: lowest compared OMol25 entry of this formula, charge and spin)   266.1 kJ/mol
Frontier orbital gap   0.3386 hartree
Highest occupied orbital energy   -9.84 eV

```
! RIJCOSX wB97M-V def2-TZVPD def2/J DEFGRID3
* xyz 0 1
C 1.189 1.275 -0.070
C 1.587 -0.123 0.018
C 0.733 -1.114 0.009
F 1.208 -2.407 -0.077
C -0.752 -0.987 -0.013
C -1.960 -0.668 0.251
C -3.293 -0.421 0.040
N -4.462 -0.466 -0.148
H 1.306 1.763 0.919
H 1.609 1.900 -0.780
H 0.061 1.410 -0.305
H 2.775 -0.163 0.156
*
```

Atom charges from the Mulliken analysis, given in e for atoms 1 to 2:
1 C -1.1224
2 C -0.1286


Entry 2:
Computed, not measured: a molecular structure, C6H4N2O5SSn in a non-equilibrium geometry, with ωB97M-V with the def2-TZVPD basis set.

Computed properties:
Relative energy (zero: lowest compared OMol25 entry of this formula, charge and spin)   6.3 kJ/mol
Frontier orbital gap   0.2796 hartree
Highest occupied orbital energy   -16.38 eV

```
! RIJCOSX wB97M-V def2-TZVPD def2/J DEFGRID3
* xyz 2 1
O 2.877 -2.524 -3.670
C 2.212 -1.624 -3.449
Sn -0.698 1.422 -0.715
O -0.484 2.962 -4.411
C -0.600 2.599 -3.341
C -2.140 2.985 0.535
O -2.781 3.566 1.317
C 1.572 2.308 -0.635
O 2.649 2.429 -0.262
C -2.162 -0.144 -1.873
O -2.742 -1.118 -2.053
N 0.964 -2.552 2.155
C 0.289 -1.405 1.912
N -0.387 -0.897 2.939
S 0.315 -0.650 0.341
H 0.944 -2.991 3.084
H 1.482 -2.949 1.380
H -0.937 -0.053 2.922
H -0.373 -1.365 3.824
*
```

Atom charges from the Mulliken analysis, given in e for atoms 1 to 2:
1 O -0.1405
2 C 0.1354


Entry 3:
Computed, not measured: a molecular structure, C6H4N3O2 in a non-equilibrium geometry, with ωB97M-V with the def2-TZVPD basis set.

Computed properties:
Relative energy (zero: lowest compared OMol25 entry of this formula, charge and spin)   111.1 kJ/mol
Frontier orbital gap   0.2907 hartree
Highest occupied orbital energy   -4.06 eV

```
! RIJCOSX wB97M-V def2-TZVPD def2/J DEFGRID3
* xyz -1 1
C 1.491 -2.264 -1.886
C 0.498 0.777 0.832
C -0.144 1.503 -0.136
C 0.865 -0.433 0.253
C -0.234 0.703 -1.268
C -0.119 -1.249 -3.697
N 2.325 -3.050 -2.055
N 0.399 -0.457 -1.016
N 0.446 -1.475 -1.869
O 0.150 -0.144 -3.979
O -0.586 -2.310 -3.921
H 0.773 1.028 1.900
H -0.242 2.595 -0.026
H 1.329 -1.268 0.786
H -0.553 0.853 -2.242
*
```

Atom charges from the Mulliken analysis, given in e for atoms 1 to 2:
1 C 0.4877
2 C -0.2781


Entry 4:
Computed, not measured: 2 unconnected molecules or ions with the total composition C6H4N4O in a non-equilibrium geometry, with ωB97M-V with the def2-TZVPD basis set.

Computed properties:
Relative energy (zero: lowest compared OMol25 entry of this formula, charge and spin)   420.2 kJ/mol
Frontier orbital gap   0.2417 hartree
Highest occupied orbital energy   -8.92 eV

```
! RIJCOSX wB97M-V def2-TZVPD def2/J DEFGRID3
* xyz 0 1
N 0.476 3.034 0.272
C 1.511 2.809 0.736
C 2.749 2.528 1.457
O 2.827 2.955 2.596
C 3.635 1.684 0.649
N 4.345 1.000 0.020
C 0.632 -0.457 -0.079
C -0.526 -0.712 -0.284
C -1.880 -1.131 -0.607
N -2.144 -2.375 -0.504
N -3.397 -2.810 -0.825
H 1.607 -0.057 0.161
H -2.594 -0.390 -0.983
H -3.369 -3.803 -1.053
H -3.873 -2.275 -1.556
*
```

Atom charges from the Mulliken analysis, given in e for atoms 1 to 2:
1 N -0.2711
2 C 0.2255